{
  "formula": "C4H9N2S",
  "method": "wB97M-V/def2-TZVPD",
  "lumo_energy_ha": -0.136,
  "total_charge": 1,
  "e_above_lowest_kj_mol": 426.74,
  "total_energy_ha": -665.1298,
  "smiles": "SN1C=CC[NH2+]C1",
  "gap_ev": 8.800,
  "symbols": ["C", "C", "C", "C", "N", "N", "S", "H", "H", "H", "H", "H", "H", "H", "H", "H"],
  "xyz": [[0.4627, -1.4658, 0.1256], [-0.8629, -1.1958, 0.0808], [1.5741, -0.4469, -0.0772], [-0.1570, 1.1047, 0.6108], [-1.3242, 0.0053, -0.2757], [0.9537, 0.8770, -0.3284], [-2.9312, 0.2511, -0.0594], [0.6782, -2.3670, 0.5987], [-1.4104, -2.0777, 0.3542], [2.2432, -0.2992, 0.7708], [2.0866, -0.7861, -1.0411], [-0.5098, 2.1821, 0.4421], [0.0547, 0.6874, 1.5545], [1.7099, 1.6949, -0.5252], [0.3997, 0.7563, -1.1214], [-2.9673, 1.0795, -1.1091]],
  "mulliken_charge": [-0.7408, 0.0748, -0.4444, -0.4768, -0.3088, -0.1943, -0.0819, 0.3651, 0.4190, 0.3492, 0.3331, 0.3396, 0.4023, 0.4054, 0.3919, 0.1666]
}